No. 1
DFT (wB97M-V/def2-TZVPD) results for an isolated molecule of C4H6OS2 at a distorted geometry.

Cartesian coordinates (Å):
O: 0.29 -1.85 1.14
C: 0.14 -0.95 0.09
C: 1.31 -0.08 -0.25
S: 2.88 -0.31 0.07
C: 0.36 0.99 -0.72
C: -0.70 0.32 0.22
S: -2.48 0.08 -0.14
H: 1.15 -1.67 1.60
H: -0.27 -1.47 -0.79
H: 0.64 2.03 -0.50
H: 0.10 0.81 -1.75
H: -0.60 0.73 1.25
H: -2.83 1.36 -0.23

Computed properties:
SMILES string = O[C@@H]1C(=S)C[C@H]1S
total energy = -27961.6726 eV
HOMO-LUMO gap = 0.3170 hartree
ΔE to the lowest compared entry with this formula, charge and spin = 154.9 kJ/mol
LUMO = -0.561 eV
F_max = 1.52 eV/A

No. 2
DFT (wB97M-V/def2-TZVPD) results for a structure of composition C4H6P2 at a distorted geometry.

Cartesian coordinates (Å):
C: 0.69 -1.20 0.72
C: 1.56 -0.46 1.59
C: 1.05 -0.50 -0.48
C: 0.46 0.39 0.75
P: 2.29 0.55 0.29
P: -2.58 1.26 -1.26
H: -0.06 -1.93 0.92
H: 1.61 -0.46 2.66
H: 0.60 -0.53 -1.46
H: -1.52 1.85 -0.61
H: -1.82 1.01 -2.40
H: -2.29 0.02 -0.72

Computed properties:
total energy = -22817.1457 eV
HOMO-LUMO gap = 0.3540 hartree
ΔE to the lowest compared entry with this formula, charge and spin = 371.5 kJ/mol
LUMO = 0.883 eV
F_max = 1.73 eV/A

No. 3
DFT (wB97M-V/def2-TZVPD) results for an isolated molecule of C4H6P2 at a distorted geometry.

Cartesian coordinates (Å):
C: -0.68 1.14 -0.23
C: -0.98 -0.10 -0.61
C: -0.60 -1.31 0.13
P: 1.34 -1.29 0.17
P: 1.84 0.20 1.69
C: 1.68 0.47 0.07
H: -0.95 2.02 -0.86
H: -0.33 1.26 0.81
H: -1.45 -0.23 -1.58
H: -1.15 -2.27 -0.19
H: -0.55 -1.20 1.24
H: 1.81 1.31 -0.64

Computed properties:
SMILES string = C=CCP1#P=C1
total energy = -22819.3729 eV
HOMO-LUMO gap = 0.2906 hartree
ΔE to the lowest compared entry with this formula, charge and spin = 156.6 kJ/mol
LUMO = -0.267 eV
F_max = 1.98 eV/A

No. 4
DFT (wB97M-V/def2-TZVPD) results for an isolated molecule of C4H6S at a distorted geometry.

Cartesian coordinates (Å):
C: 0.93 -0.28 -1.14
C: 0.87 -0.90 0.12
S: -0.36 -0.34 1.19
C: -0.73 1.05 0.01
C: -0.16 0.60 -1.41
H: 1.76 -0.44 -1.77
H: 1.38 -1.72 0.64
H: -1.80 1.19 0.14
H: -0.18 1.92 0.39
H: -1.02 0.17 -1.96
H: 0.12 1.49 -1.98

Computed properties:
SMILES string = C1=CSCC1
total energy = -15079.3610 eV
HOMO-LUMO gap = 0.3216 hartree
ΔE to the lowest compared entry with this formula, charge and spin = 41.7 kJ/mol
LUMO = 1.001 eV
F_max = 5.47 eV/A

No. 5
DFT (wB97M-V/def2-TZVPD) results for an isolated molecule of C4H6S2 at a distorted geometry.

Cartesian coordinates (Å):
S: -2.98 -0.56 0.11
C: -1.82 0.44 -0.44
C: -0.61 0.61 0.29
C: 0.54 1.05 -0.21
C: 1.87 0.78 0.39
S: 2.73 -0.74 -0.14
H: -1.87 0.95 -1.38
H: -0.58 0.23 1.26
H: 0.39 1.71 -1.06
H: 2.58 1.59 0.23
H: 1.65 0.71 1.42
H: 1.84 -1.69 -0.25

Computed properties:
SMILES string = S=C/C=C/CS
total energy = -25913.9470 eV
HOMO-LUMO gap = 0.2939 hartree
ΔE to the lowest compared entry with this formula, charge and spin = 129.7 kJ/mol
LUMO = -0.841 eV
F_max = 2.15 eV/A

No. 6
DFT (wB97M-V/def2-TZVPD) results for a structure of composition C4H6S3 at a distorted geometry.

Cartesian coordinates (Å):
C: 0.03 1.55 -2.09
C: 0.39 0.30 0.32
C: -0.20 -0.39 1.48
C: -0.34 -1.88 1.34
H: 0.86 2.17 -1.55
H: -0.72 2.23 -2.81
H: 0.40 0.87 -2.97
H: -1.25 -0.23 1.75
H: 0.43 -0.01 2.40
H: -0.37 -2.33 0.19
S: -0.89 0.47 -0.69
S: 2.02 0.25 -0.12
S: -0.37 -2.99 2.74

Computed properties:
total energy = -36747.2023 eV
HOMO-LUMO gap = 0.2910 hartree
ΔE to the lowest compared entry with this formula, charge and spin = 294.9 kJ/mol
LUMO = -0.969 eV
F_max = 5.34 eV/A

No. 7
DFT (wB97M-V/def2-TZVPD) results for a structure of composition C4H7AgMgO2 at a distorted geometry.

Cartesian coordinates (Å):
H: -3.83 -0.72 -2.01
C: -3.52 1.15 2.23
C: -4.02 0.26 3.34
C: -2.67 0.33 3.95
C: -1.47 -0.10 3.18
O: -1.91 -0.41 1.92
O: -3.86 0.90 1.00
Ag: -5.23 0.99 -1.18
Mg: -2.69 -0.57 0.20
H: -3.42 2.22 2.46
H: -4.80 0.74 3.94
H: -4.31 -0.73 2.96
H: -2.52 0.95 4.83
H: -1.07 -1.02 3.66
H: -0.74 0.73 3.08

Computed properties:
total energy = -17789.4875 eV
net charge = +1
spin multiplicity = 2
HOMO-LUMO gap (spin up / spin down) = 0.2434 / 0.3070 hartree
ΔE to the lowest compared entry with this formula, charge and spin = 26.2 kJ/mol
LUMO (spin up / spin down) = -4.913 / -4.920 eV
F_max = 4.34 eV/A

No. 8
DFT (wB97M-V/def2-TZVPD) results for a structure of composition C4H7AlLiO2 at a distorted geometry.

Cartesian coordinates (Å):
O: 0.47 -1.19 -0.49
C: 1.10 -0.27 -1.24
C: 0.50 1.02 -0.84
Li: 3.01 -0.49 -0.66
Al: -1.38 -0.84 -0.46
H: 1.23 -0.43 -2.31
H: 1.18 1.62 -0.25
H: 0.05 1.57 -1.66
C: -0.27 -0.62 1.17
C: -0.67 0.70 0.50
O: -1.24 -1.56 1.29
H: 0.51 -0.61 1.93
H: -1.68 0.85 0.85
H: -0.60 1.75 0.80
H: -2.19 -1.49 1.38

Computed properties:
total energy = -15118.0231 eV
net charge = +3
HOMO-LUMO gap (spin up / spin down) = 0.3102 / 0.2516 hartree
ΔE to the lowest compared entry with this formula, charge and spin = 387.5 kJ/mol
LUMO (spin up / spin down) = -15.161 / -15.195 eV
F_max = 6.17 eV/A

No. 9
DFT (wB97M-V/def2-TZVPD) results for an isolated molecule of C4H7BO2 at a distorted geometry.

Cartesian coordinates (Å):
B: 0.85 -0.54 0.47
C: 0.16 -2.74 -0.17
C: 1.15 -1.99 0.28
C: -0.39 1.97 -0.80
C: -0.57 1.57 0.65
O: -0.56 0.93 -1.61
O: 0.31 0.47 0.95
H: 0.23 -3.76 -0.33
H: -0.81 -2.32 -0.41
H: 2.20 -2.45 0.61
H: -1.11 2.80 -0.82
H: 0.68 2.44 -0.91
H: -0.56 2.37 1.34
H: -1.58 1.24 0.75

Computed properties:
total energy = -9029.0619 eV
HOMO-LUMO gap = 0.2411 hartree
ΔE to the lowest compared entry with this formula, charge and spin = 506.6 kJ/mol
LUMO = -0.578 eV
F_max = 3.65 eV/A

No. 10
DFT (wB97M-V/def2-TZVPD) results for an isolated molecule of C4H7Br at a distorted geometry.

Cartesian coordinates (Å):
C: 0.77 -0.85 0.56
C: -0.05 -0.23 -0.52
C: 0.97 0.84 -0.11
C: -1.50 0.01 -0.07
Br: 2.50 1.20 -1.05
H: 0.49 -0.89 1.60
H: 1.68 -1.31 0.30
H: -0.06 -0.86 -1.44
H: 0.60 1.52 0.68
H: -2.21 -0.72 -0.31
H: -1.63 1.04 -0.60
H: -1.55 0.23 0.97

Computed properties:
total energy = -74297.1509 eV
spin multiplicity = 3
HOMO-LUMO gap (spin up / spin down) = 0.1948 / 0.3109 hartree
ΔE to the lowest compared entry with this formula, charge and spin = 142.9 kJ/mol
LUMO (spin up / spin down) = 0.996 / -1.879 eV
F_max = 6.37 eV/A

No. 11
DFT (wB97M-V/def2-TZVPD) results for an isolated molecule of C4H7Br2NO at a distorted geometry.

Cartesian coordinates (Å):
C: 2.09 -2.19 1.04
O: 0.89 -1.47 1.15
N: 0.92 -0.25 0.46
C: -0.21 0.41 0.50
C: -0.41 1.71 -0.24
Br: -2.33 2.02 -0.79
C: 0.05 2.88 0.65
Br: 0.11 4.56 -0.52
H: 2.65 -1.85 0.15
H: 2.71 -2.05 1.94
H: 1.84 -3.24 1.07
H: -1.02 0.03 1.09
H: 0.26 1.72 -1.13
H: 1.04 2.69 1.10
H: -0.67 2.97 1.46

Computed properties:
SMILES string = CO/N=C/[C@@H](Br)CBr
total energy = -147881.6125 eV
HOMO-LUMO gap = 0.3623 hartree
ΔE to the lowest compared entry with this formula, charge and spin = 223.9 kJ/mol
LUMO = 0.064 eV
F_max = 2.57 eV/A

No. 12
DFT (wB97M-V/def2-TZVPD) results for a cluster of 2 separate species, C4H7BrF2S in total.

Cartesian coordinates (Å):
C: 1.41 -0.61 0.52
C: 0.50 -1.74 0.08
C: -0.21 2.59 -0.45
C: -1.78 -0.31 0.00
F: -2.99 0.03 -0.44
F: -1.89 -0.79 1.26
S: -0.77 -1.18 -1.11
Br: 0.33 1.74 -2.00
H: 2.13 -0.99 1.25
H: 1.96 -0.22 -0.33
H: 0.84 0.19 0.98
H: -0.03 -2.18 0.93
H: 1.05 -2.52 -0.45
H: 0.55 2.78 0.28
H: -1.08 3.20 -0.52

Computed properties:
total energy = -90570.4115 eV
HOMO-LUMO gap (spin up / spin down) = 0.2821 / 0.3129 hartree
ΔE to the lowest compared entry with this formula, charge and spin = 51.8 kJ/mol
LUMO (spin up / spin down) = -0.090 / 0.259 eV
F_max = 0.92 eV/A